A 15-piece molecular cluster, C55H150N10O15 overall at a distorted geometry. Source: the OMol25 dataset; level of theory: ωB97M-V/def2-TZVPD.

The geometry in XYZ format:
```
230
Properties=species:S:1:pos:R:3:forces:R:3
O -2.0910 -0.3338 -4.6037 0.0 -0.9 0.0
O 0.5613 -7.6205 -5.1440 0.5 -0.3 0.4
O 1.3187 4.4245 5.4080 -0.1 0.3 -0.3
O 4.0449 -0.0380 -1.5947 0.9 -0.4 -0.8
O -2.8897 1.6939 0.1908 -2.1 0.8 0.5
O 0.9894 -3.3541 0.2358 -1.2 0.8 -1.1
O 3.3113 2.0206 -3.3704 -0.2 0.2 -0.7
O 1.0169 -0.9049 1.2891 0.4 1.8 -0.2
O 4.0824 -1.1766 4.4609 0.5 -0.6 -0.6
O -5.0517 -5.2350 1.2446 -0.8 0.2 -1.1
O -3.8289 -0.6804 2.7754 0.7 0.3 -0.4
O -0.0593 7.3836 -0.3907 0.4 0.1 -0.8
O -1.3038 3.6294 -2.3701 0.2 1.1 -1.3
O 2.7971 2.4239 4.1654 -0.3 0.7 0.3
O 4.9179 -1.8092 -5.7998 0.0 -0.4 -0.3
N -1.8397 -3.9840 0.0457 -1.3 -0.4 -0.3
N 1.4798 -0.2620 3.9309 -0.7 0.7 0.8
N 2.1516 -1.9899 -3.4435 -0.9 -0.1 0.2
N -0.0206 5.0736 1.1350 -2.3 0.2 2.2
N -5.1998 0.8285 5.7199 0.1 -0.2 0.5
N -0.5303 -5.1354 -2.7678 0.1 0.2 -1.2
N -0.0548 1.9346 5.6873 1.0 -1.0 -1.6
N 1.4497 4.6220 -1.5142 0.6 -0.5 0.5
N -3.5169 -3.3373 -3.0576 0.9 -0.3 -0.5
N -3.7899 -1.0605 -0.4409 0.9 0.4 0.2
C -0.0596 4.3316 5.6964 -0.1 0.1 -0.3
C -2.7731 -4.7754 0.8696 0.5 -1.5 -1.1
C 1.8546 5.6644 5.7915 1.8 0.5 0.2
C -5.5580 -1.4874 5.0100 -1.6 -0.4 0.0
C 3.0156 -2.0394 4.0918 -0.2 -1.5 1.0
C 3.7568 4.0474 -1.1516 0.7 -0.4 -1.4
C -1.0626 6.1352 1.3394 -0.2 -2.7 0.3
C -1.6062 4.3714 -4.6024 -1.9 -1.2 -1.1
C 1.9448 -2.3829 -5.8226 -2.4 0.1 -0.5
C -4.6243 -0.3171 4.9882 -0.4 0.1 0.2
C 1.5200 -4.9897 1.8873 -0.6 -0.2 -0.4
C 2.2356 2.6343 -2.6771 0.7 1.0 0.8
C -2.4055 -0.4540 2.8638 -0.7 0.8 0.2
C 5.2520 0.2333 -0.8397 -2.4 -0.1 1.7
C -3.2881 -2.3459 -4.1046 -1.0 2.1 2.0
C -2.1430 3.1126 5.3401 -0.2 -0.6 -0.3
C -4.1576 -4.6689 0.2482 -0.6 0.4 0.5
C 4.0050 -1.4080 -4.8397 -1.5 0.5 0.9
C -0.5075 7.4492 0.9210 -1.2 0.7 0.3
C -3.4430 3.1065 -3.3270 -0.5 0.5 0.8
C 4.1349 2.8283 3.7487 -1.3 0.6 -0.2
C 2.6094 4.0627 -2.1629 0.3 -0.2 -1.3
C -2.3069 4.1389 -3.2814 0.6 -0.2 0.0
C 0.5319 -6.4424 -4.3731 1.9 0.2 -0.9
C 3.5216 2.5622 -4.6780 -0.8 -0.1 -0.4
C -2.8119 -4.4027 2.3229 -0.9 -0.3 0.6
C 6.3411 0.9547 -1.5597 -1.4 1.6 -1.6
C 4.1087 3.0066 2.2186 0.9 -1.4 0.1
C 1.6449 -7.6899 -6.0913 -1.6 0.2 1.5
C -4.5386 0.2210 3.5690 1.5 0.3 2.1
C -0.9157 0.3979 -4.5451 0.0 0.9 -1.3
C 5.7180 -1.0681 -0.1561 -1.3 0.1 -0.4
C 1.6832 -1.5144 4.6716 0.6 0.4 0.2
C -0.9870 7.7525 -1.3976 0.4 2.0 2.1
C -1.7992 -7.0915 -3.6126 0.9 0.3 0.3
C -5.9506 -0.1396 -0.8976 -0.8 -1.7 -1.1
C 0.0406 -0.1824 -0.7685 1.6 1.4 -0.2
C 2.8689 -2.4410 -4.6701 -0.2 0.0 1.2
C -4.5100 -1.4103 -4.4205 0.8 -1.9 -0.4
C 0.4892 -2.4036 4.4469 0.7 -1.1 -0.9
C 0.5256 1.4752 1.0613 -1.8 -0.1 -0.5
C 2.0373 -4.1247 0.7175 0.3 0.8 1.8
C 5.0676 1.7083 4.1851 0.8 1.9 1.5
C -1.6080 5.9424 2.7842 0.1 -0.1 -1.3
C -4.3015 1.3438 0.1425 -0.1 0.9 -0.4
C 2.5745 -5.0334 -0.3162 0.2 -0.5 -0.8
C -2.1292 -1.4374 -3.6864 -0.7 1.0 -0.4
C -4.5045 0.1791 -0.7915 0.7 -0.9 0.6
C -0.4334 -6.4899 -3.2804 -1.3 -0.2 1.0
C -2.7744 2.9596 0.8536 0.8 -0.4 0.4
C -6.3910 -5.4626 0.7470 2.3 0.6 -1.7
C 6.1823 -1.2349 -5.6649 0.5 -0.4 1.0
C -0.6327 3.1092 5.0732 -0.8 -1.1 1.2
C 0.9952 0.2588 0.3675 -0.3 -2.9 -0.8
C 5.3222 -1.6049 3.8609 0.0 0.1 0.7
H 6.1185 -0.8801 4.1398 -0.8 -0.2 -0.6
H 5.1885 -1.7692 2.7853 0.2 0.5 0.0
H -5.4093 -2.0072 -4.6423 0.4 0.2 -0.3
H 1.4278 5.5991 -1.6704 -0.7 0.9 0.0
H 0.3414 7.6281 1.5378 0.8 0.5 0.6
H -2.8830 2.8745 1.9501 -0.1 -0.3 -0.2
H 0.4948 4.9704 2.0097 0.2 0.0 -0.6
H 4.4279 -1.2211 -3.8411 0.4 -0.2 -0.2
H -3.9676 -2.8350 -2.3115 0.3 -0.1 0.9
H 3.2641 -5.6932 0.1934 0.0 -0.7 -0.1
H 3.1682 -4.5819 -1.1042 -0.1 0.5 -0.2
H -0.8248 0.9963 -3.6467 -0.5 0.9 0.2
H 5.0954 3.3133 1.8652 0.2 -0.1 0.0
H -3.9720 3.0442 -2.3082 0.6 0.2 -1.5
H 1.5177 -6.0948 -3.9290 -0.4 -1.0 -0.4
H 1.5540 -1.3634 -5.8941 0.0 0.1 -0.1
H 2.5612 -7.5538 -5.5449 0.8 -0.4 0.0
H -4.9077 2.2295 -0.2375 0.8 -0.8 0.1
H -6.3533 -0.1929 0.1144 -0.5 -0.1 -0.2
H 6.1643 1.9650 4.0935 -1.2 -0.3 -0.2
H -1.9597 5.8814 0.7152 0.7 0.2 0.1
H 3.7168 1.7676 -5.4050 -0.4 -0.2 0.3
H 2.9536 -2.1889 3.0084 -0.2 0.5 -0.1
H 1.1395 6.4737 5.5525 0.6 -0.1 0.0
H 4.7888 0.8530 3.6275 0.0 -0.9 -0.4
H -1.2481 8.2644 1.0160 0.2 -0.1 0.2
H 1.2260 -2.3700 -3.1935 0.3 0.0 -1.4
H -7.0593 -5.5947 1.5533 -0.5 -0.5 0.9
H 6.2958 -1.7375 -0.8269 -0.4 0.4 0.3
H 0.3635 -4.6728 -2.7257 0.2 0.0 0.2
H 0.6358 -3.4341 4.6972 0.8 -0.8 0.4
H 6.3228 0.6785 -2.6496 0.4 -0.1 1.0
H -0.8656 6.0789 3.5854 -0.3 0.4 -0.4
H -5.5592 0.4175 3.3212 -0.6 -0.2 -1.0
H -3.6691 -0.7060 5.3647 0.2 0.6 -0.1
H -2.4816 6.5825 2.8358 -0.1 0.3 0.8
H 6.1653 2.0653 -1.5457 0.2 -1.0 0.0
H 3.1928 -3.4868 -4.5895 0.6 0.2 0.2
H 2.6067 -2.2200 -2.5818 1.2 0.2 0.3
H 1.5060 -8.6476 -6.5722 0.4 -0.1 -0.2
H -1.9692 4.8990 2.8243 0.2 0.4 0.1
H -0.6442 5.1210 5.2276 0.3 0.9 0.6
H -3.0505 2.1168 -3.5501 0.1 -0.1 -0.1
H 1.0842 1.5904 1.9520 0.2 0.2 1.4
H 0.5902 4.1279 -1.6650 -0.5 0.3 -0.5
H -4.0443 1.2094 3.7172 0.0 -0.4 -0.9
H -3.4883 3.7428 0.5507 0.0 -0.4 -0.4
H 3.9409 0.6384 -2.2905 0.0 -0.2 0.1
H -1.8525 7.1561 -1.4108 -1.0 -1.1 -0.3
H 2.3104 3.2161 4.5200 0.6 -0.9 -0.5
H 4.8678 1.5597 5.2740 0.2 -0.3 -0.8
H -2.3100 -0.9695 -2.7031 0.1 -0.6 0.1
H 1.1396 -4.4539 2.7481 -0.2 0.4 -0.1
H 2.1788 -5.7444 2.2902 0.7 -0.1 -0.1
H -2.6623 5.1143 -2.9420 -0.2 0.0 0.4
H -2.1862 0.5611 2.5038 0.0 -0.1 0.2
H -0.1757 4.2570 6.7915 -0.3 0.3 -0.3
H 0.8330 2.3046 0.4529 -0.4 0.8 -0.4
H 3.8587 5.0741 -0.8086 0.2 -0.1 0.4
H -2.3930 -7.0660 -2.7047 -0.2 -0.4 0.2
H -4.7616 1.1350 1.1190 0.6 -0.1 0.2
H -4.3532 -3.5740 0.1206 -0.2 -0.6 0.1
H -4.5163 1.5627 5.9009 -0.2 -0.4 0.0
H -5.6706 0.5992 6.5918 0.3 -0.1 -0.2
H 1.0299 -3.0181 -5.6693 0.8 0.3 0.0
H 6.8048 -1.7226 -6.4160 0.1 0.4 0.0
H 5.7134 -2.5583 4.2432 -0.6 -0.1 0.3
H 2.8771 5.7897 5.2939 -1.6 0.0 0.2
H -0.0467 -0.2106 -4.4471 0.9 -0.9 -0.5
H -3.0043 -2.8580 -4.9434 0.7 -1.2 -2.5
H -6.7054 -4.5894 0.1610 -0.1 0.0 0.1
H -6.4291 0.6077 -1.5097 -0.6 0.4 0.1
H -0.7760 5.0358 -4.5631 0.9 0.2 0.4
H 3.5574 3.3364 -0.3606 -0.3 0.1 0.4
H -5.4196 -2.3287 4.3216 0.7 0.4 0.0
H 2.1472 0.4383 4.2682 -0.1 -0.1 -0.4
H 3.4309 3.7482 1.8308 -0.6 0.1 0.2
H -6.1211 -1.1379 -1.4667 0.4 1.6 1.2
H -0.3948 7.7495 -2.2470 0.6 -0.4 -2.1
H -0.9518 -0.2719 -0.3986 -0.8 -0.2 0.4
H 1.2357 -0.5462 2.2078 0.1 -0.6 -0.5
H -3.5551 -5.0162 2.8707 0.4 0.3 -0.4
H 2.9182 4.7242 -3.0571 -0.3 -1.0 1.0
H -2.3187 -6.4814 -4.3191 -0.3 0.3 -0.7
H -4.1497 0.4919 -1.7437 0.5 0.2 -1.0
H -3.8981 -1.2686 0.5501 -0.3 0.1 0.1
H -5.7143 -1.8928 5.9878 0.5 -0.4 0.9
H 3.9098 1.9889 1.7484 0.0 1.3 0.5
H -2.3854 3.4217 6.3689 0.1 -0.1 -0.3
H 6.6185 -1.4759 -4.6417 -0.4 0.4 -1.0
H 0.5430 5.1960 0.3457 1.2 0.2 -1.2
H -6.5590 -1.1317 4.8049 -0.5 0.4 -0.5
H 7.2503 0.7402 -1.0654 1.2 -0.1 0.1
H -0.3952 -2.2245 5.0053 -0.8 1.1 0.4
H 4.7421 -1.5484 0.1461 1.2 0.1 0.0
H -1.0278 -4.9870 -1.9232 -0.4 -0.1 1.0
H 1.9861 0.4243 -0.1112 -0.2 -0.3 0.6
H 4.7054 3.7057 -1.6242 -0.5 0.4 0.2
H 1.5248 -6.8641 -6.7531 0.1 0.6 -1.0
H 2.7837 -3.4118 1.0597 0.6 -0.1 0.3
H -2.4626 -5.8687 0.8113 -0.1 1.2 -0.2
H 0.0549 0.6900 -1.4444 -0.2 -0.5 -0.3
H -1.8564 -4.6039 2.8087 0.2 0.7 -0.1
H 1.7636 -1.3846 5.7813 0.4 0.2 -0.7
H -4.1607 3.3649 -4.1166 0.0 0.0 0.3
H -0.2978 1.7969 6.6324 -0.5 0.1 1.2
H 4.2695 3.7901 4.2922 0.7 -0.5 -0.5
H -4.1909 -0.7558 -5.2477 -0.6 -0.2 0.5
H -1.2007 -2.0149 -3.6911 0.2 0.2 0.0
H -0.6175 1.4097 1.2050 1.9 0.4 0.0
H 2.0894 2.0566 -1.7545 -0.2 -0.2 -0.4
H 0.2949 -5.6164 -4.9819 -0.6 1.2 -1.3
H -1.9479 -0.5828 3.8696 -0.6 -0.1 -0.4
H 0.2907 -2.4592 3.3917 -0.5 0.3 -0.6
H -3.1970 -3.3762 2.3422 0.5 0.2 0.6
H -0.9022 0.9726 -5.5255 0.4 -0.3 1.4
H -4.2533 -5.1204 -0.7759 0.1 0.0 1.0
H -1.6189 -8.0983 -3.9933 -0.4 0.0 0.1
H -2.6360 3.7863 4.6417 -0.2 0.1 0.1
H -1.3616 3.3537 -4.9916 0.2 0.9 0.0
H 1.3151 2.6609 -3.2854 0.3 -0.1 0.2
H -2.5560 -3.6824 -2.7872 -1.6 0.3 0.1
H 3.2273 -3.0674 4.4699 -0.1 0.4 0.1
H -2.5607 2.0955 5.1625 0.4 0.6 0.1
H 1.7137 -5.5365 -0.7834 0.4 -0.3 0.2
H 0.9640 1.9449 5.6247 -0.3 0.0 0.0
H -1.8454 3.2675 -1.7068 -0.6 -1.1 1.9
H -1.7541 3.2718 0.6625 0.1 0.4 0.1
H 3.4696 -0.4409 -5.0950 0.6 -0.7 0.0
H -1.9754 -1.1249 2.1662 0.7 -0.8 -0.5
H -1.3244 8.8127 -1.2657 0.2 -0.6 0.1
H 4.7362 0.8384 -0.0280 1.6 -0.1 -0.3
H 0.3790 -1.0739 -1.3102 -0.1 0.2 0.2
H 2.6380 3.1702 -5.0205 0.8 -0.6 0.3
H -2.3358 4.8581 -5.2958 0.5 -0.5 0.3
H 0.7056 -5.5692 1.4401 -0.3 0.0 0.2
H 0.0003 -7.1787 -2.5903 0.4 -0.6 1.2
H -1.9958 -2.9795 0.0910 -0.3 -0.2 0.1
H -0.9138 -4.1111 0.3560 1.4 -0.1 0.4
H -6.3143 -6.3060 0.0408 -0.6 0.0 0.4
H 2.3490 -2.6432 -6.7898 0.5 -0.2 -0.1
H 6.1325 -0.1451 -5.7936 0.2 -0.1 -0.1
H 2.1283 5.7012 6.8702 -0.6 -0.1 -0.4
H 0.5518 0.1346 4.1434 0.5 -0.2 0.1
H 6.3186 -0.7875 0.7205 -0.2 -0.3 -0.2
H 1.0358 -2.3827 0.4440 0.3 -0.9 0.5
H 4.4171 3.1545 -4.7342 0.4 0.7 0.4
H -0.4872 3.0478 3.9962 0.3 0.2 -0.2
H -2.7802 -0.9037 -0.5382 -0.4 0.0 -0.1
H -4.7309 -0.8876 -3.5182 -0.1 0.9 0.6
```
Forces are in eV/Å.

As for the total energy: -105074.0868 eV. The HOMO-LUMO gap is 8.53 eV. As for the multiplicity: 1.